No. 1
A cluster of 2 separate species, C3H4O2S in total, computed with the ωB97M-V functional and the def2-TZVPD basis.

- LUMO level (alpha / beta) (eV) = -1.04 / -0.24
- electronic energy (eV) = -18100.301
- molar mass (g mol⁻¹) = 104.13
- highest occupied orbital energy (alpha / beta) (eV) = -8.910 / -8.817
- largest force on an atom (eV/Å) = 4.12
- orbital gap (alpha / beta) (eV) = 7.875 / 8.573
- ΔE to the lowest compared entry with this formula, charge and spin (kcal/mol) = 132.93

```
10
Properties=species:S:1:pos:R:3:lowdin_charge:R:1
H 0.08192 -2.25636 -1.00352 -0.1555
C -0.67770 -0.47330 -0.02919 -0.4307
O -2.13091 1.56536 -0.65433 0.1493
H 1.06362 1.21762 -0.51426 0.0195
H 1.93000 1.02202 1.14065 -0.0311
S -0.86523 -2.22982 -0.11488 0.8078
C 1.67089 0.66200 0.22741 0.1405
C -1.72937 0.61449 -0.06733 -0.5394
O -1.53662 0.08415 1.10676 0.0477
H 2.19339 -0.20616 -0.09131 -0.0080
```

No. 2
A cluster of 2 separate species, C3H10N2P in total, computed with the ωB97M-V functional and the def2-TZVPD basis.

- LUMO level (alpha / beta) (eV) = -4.45 / -4.45
- electronic energy (eV) = -15530.819
- total charge = +1
- molar mass (g mol⁻¹) = 105.10
- highest occupied orbital energy (alpha / beta) (eV) = -13.256 / -13.258
- largest force on an atom (eV/Å) = 4.24
- orbital gap (alpha / beta) (eV) = 8.807 / 8.805
- ΔE to the lowest compared entry with this formula, charge and spin (kcal/mol) = 110.00

```
16
Properties=species:S:1:pos:R:3:lowdin_charge:R:1
N 0.83598 1.29388 0.82364 0.0980
C 0.86224 0.08438 -0.00019 -0.5078
C -1.98599 -0.66786 -0.26861 -0.2167
P 2.30206 -0.99772 -0.20696 0.8866
H -0.50381 1.57434 -0.86969 0.1225
H 1.24916 1.87903 -1.23186 0.1365
H -2.79089 -1.40425 -0.13334 0.1076
H 1.77420 -1.60047 -1.34362 -0.0762
H -0.89762 -1.13088 1.37195 0.0625
H 0.08769 1.43539 1.50256 0.1806
H -2.35605 0.28273 0.14177 0.0795
H -1.81287 -0.58498 -1.34264 0.0865
N -0.85349 -1.22822 0.35809 0.0233
C 0.52854 1.36074 -0.61100 -0.0682
H 1.83634 -1.97933 0.66336 -0.0929
H 1.72451 1.68322 1.14655 0.1781
```

No. 3
The ion C3H2IO3 with charge +1, computed with the ωB97M-V functional and the def2-TZVPD basis.

- LUMO level (eV) = -6.74
- electronic energy (eV) = -17375.494
- total charge = +1
- molar mass (g mol⁻¹) = 212.95
- highest occupied orbital energy (eV) = -13.808
- largest force on an atom (eV/Å) = 4.19
- orbital gap (eV) = 7.065
- ΔE to the lowest compared entry with this formula, charge and spin (kcal/mol) = 60.59

```
9
Properties=species:S:1:pos:R:3:lowdin_charge:R:1
O 0.29116 -2.46275 1.40212 0.2116
O -1.36886 -4.54445 0.02036 0.4338
I 2.55728 -0.06264 0.10558 0.8524
C 0.34445 0.26515 0.09776 -0.4026
C -0.91855 -3.54830 -0.08597 0.2370
H 0.05514 0.99635 -0.80257 0.1349
H -0.10617 0.56108 0.97398 0.0382
O -0.28811 -1.06757 -0.24908 -0.0441
C -0.22736 -2.18833 0.35570 -0.4612
```